(1)
52
Properties=species:S:1:pos:R:3 method="wB97M-V/def2-TZVPD" relative_energy_ev=0.4206 energy_ev=-48900.34829 gap_ev=8.09 lumo_ha=0.0091
C -5.30 1.09 -2.88
O -4.19 0.41 -2.30
N -4.45 -0.95 -2.29
C -3.47 -1.66 -1.90
C -2.10 -1.16 -1.48
O -1.10 -1.58 -2.02
N -2.10 -0.29 -0.44
C -0.90 0.22 0.11
C -0.69 1.70 0.21
C 0.12 0.90 -0.75
C 1.46 0.41 -0.30
N 1.20 -0.10 1.06
C 2.19 -0.88 1.65
O 2.05 -2.07 1.84
C 3.51 -0.19 1.92
C 3.40 1.22 2.46
C 4.75 1.91 2.59
C 5.36 2.30 1.21
C 4.91 3.74 1.49
F 5.83 4.71 1.26
F 3.79 4.09 0.79
C 4.63 3.41 2.95
C -0.15 -0.66 1.08
C -3.68 -3.10 -1.88
C -2.79 -4.05 -1.55
S -3.48 -5.64 -1.65
C -5.05 -4.99 -2.17
N -6.05 -5.72 -2.42
N -4.92 -3.61 -2.22
H -5.05 2.15 -2.85
H -5.46 0.78 -3.91
H -6.21 0.91 -2.30
H -2.98 0.02 -0.08
H -1.47 2.34 -0.19
H -0.23 2.09 1.11
H -0.05 0.96 -1.81
H 1.80 -0.39 -0.97
H 2.23 1.19 -0.29
H 4.05 -0.83 2.61
H 4.07 -0.20 0.98
H 2.75 1.83 1.82
H 2.91 1.20 3.45
H 5.40 1.33 3.24
H 6.44 2.23 1.18
H 4.94 1.83 0.33
H 3.67 3.75 3.35
H 5.43 3.77 3.59
H -0.54 -0.64 2.10
H -0.17 -1.69 0.73
H -1.76 -3.91 -1.28
H -6.87 -5.19 -2.70
H -5.68 -3.01 -2.51

(2)
67
Properties=species:S:1:pos:R:3 method="wB97M-V/def2-TZVPD" spin_multiplicity=4 relative_energy_ev=1.0962 total_charge=-1 energy_ev=-86247.97196 gap_ev="6.37 / 7.48" lumo_ha="0.0981 / 0.0966"
V -0.31 -0.30 -0.77
C 2.35 1.38 4.72
C 1.05 0.64 4.43
N 1.17 -0.30 3.32
C 1.17 -1.72 3.66
C 2.51 -2.18 4.22
C 1.18 0.14 2.04
S 1.53 -0.95 0.77
N 0.99 1.48 1.92
C 0.68 2.03 0.77
O 0.13 1.46 -0.21
C 0.97 3.49 0.61
C 0.98 4.04 -0.67
C 1.27 5.39 -0.84
C 1.53 6.19 0.26
C 1.51 5.64 1.54
C 1.24 4.29 1.71
H 2.21 2.07 5.55
H 2.65 1.95 3.85
H 3.15 0.69 4.98
H 0.26 1.36 4.21
H 0.74 0.06 5.30
H 0.93 -2.27 2.76
H 0.37 -1.88 4.38
H 3.30 -2.03 3.48
H 2.46 -3.25 4.46
H 2.78 -1.65 5.13
H 0.80 3.40 -1.52
H 1.29 5.81 -1.84
H 1.74 7.24 0.13
H 1.72 6.26 2.40
H 1.24 3.84 2.69
C -1.53 -5.04 -2.50
C -0.83 -3.86 -2.83
C -0.80 -2.82 -1.94
C -1.47 -2.88 -0.68
C -1.42 -1.75 0.21
C -2.09 -1.91 1.40
C -2.79 -3.09 1.74
C -2.84 -4.15 0.88
C -2.17 -4.07 -0.37
C -2.18 -5.14 -1.30
H -1.56 -5.86 -3.20
H -0.30 -3.78 -3.77
H -0.24 -1.92 -2.23
H -2.09 -1.10 2.13
H -3.31 -3.15 2.69
H -3.38 -5.06 1.13
H -2.72 -6.04 -1.05
F 2.28 -1.22 -2.87
C 1.90 -0.79 -4.08
F 2.93 -0.05 -4.56
F 1.80 -1.88 -4.86
C 0.60 0.04 -4.08
O 0.07 0.17 -5.19
O 0.23 0.53 -2.99
C -2.06 2.69 -2.66
N -2.40 1.59 -3.55
C -2.36 0.33 -3.04
N -2.41 -0.69 -3.95
O -2.34 0.12 -1.82
H -2.19 3.62 -3.20
H -1.03 2.60 -2.31
H -2.72 2.68 -1.80
H -2.08 1.67 -4.50
H -1.84 -0.54 -4.78
H -2.25 -1.59 -3.52